Entry from the Open Molecules 2025 dataset: 7 unconnected molecules or ions with the total composition C24H57Cl6N5O8 (ωB97M-V with the def2-TZVPD basis set).

Computed properties:
DFT total energy, Ha: -4585.24495
Largest force on an atom, hartree/bohr: 0.076
SMILES: COCCNCCOC.COCCNCCOC.COCCNCCOC.ClC(Cl)Cl.ClC(Cl)Cl.CC(N)=O.CC(N)=O
Relative energy (zero: lowest compared OMol25 entry of this formula, charge and spin), eV: 4.039

CARTESIAN COORDINATES (ANGSTROEM)
C (-5.415, -4.162, -7.533)
O (-4.524, -3.714, -8.490)
C (-3.763, -4.782, -9.056)
C (-2.302, -4.357, -9.037)
N (-1.823, -4.009, -7.718)
C (-0.460, -3.409, -7.650)
C (-0.413, -2.252, -6.609)
O (-1.265, -1.166, -6.864)
C (-1.364, -0.137, -5.929)
H (-5.183, -4.897, -6.762)
H (-6.376, -4.445, -7.961)
H (-5.703, -3.233, -7.041)
H (-3.992, -4.950, -10.108)
H (-3.801, -5.772, -8.601)
H (-2.162, -3.451, -9.627)
H (-1.559, -5.129, -9.239)
H (-2.307, -3.152, -7.491)
H (-0.264, -2.783, -8.521)
H (0.290, -4.189, -7.514)
H (0.549, -1.741, -6.645)
H (-0.578, -2.695, -5.627)
H (-0.490, -0.115, -5.277)
H (-2.307, -0.160, -5.382)
H (-1.365, 0.734, -6.585)
C (-7.972, -4.106, -2.306)
O (-7.546, -3.089, -1.382)
C (-7.135, -1.800, -1.917)
C (-6.396, -1.055, -0.826)
N (-6.086, 0.282, -1.232)
C (-5.376, 1.002, -0.173)
C (-6.263, 1.565, 0.978)
O (-5.771, 2.687, 1.726)
C (-5.641, 3.880, 0.936)
H (-8.463, -4.878, -1.713)
H (-7.066, -4.500, -2.767)
H (-8.656, -3.706, -3.055)
H (-7.948, -1.177, -2.291)
H (-6.423, -1.898, -2.736)
H (-5.404, -1.460, -0.623)
H (-6.984, -1.074, 0.092)
H (-6.947, 0.776, -1.419)
H (-4.762, 1.818, -0.553)
H (-4.464, 0.499, 0.149)
H (-6.589, 0.697, 1.551)
H (-7.211, 1.927, 0.580)
H (-5.008, 4.466, 1.602)
H (-6.589, 4.395, 0.786)
H (-5.189, 3.801, -0.053)
C (10.084, 0.027, 4.734)
O (8.705, -0.113, 4.658)
C (7.878, 1.061, 4.778)
C (6.468, 0.572, 4.644)
N (6.114, -0.223, 5.843)
C (4.783, -0.870, 5.744)
C (4.562, -1.951, 6.854)
O (5.555, -2.946, 6.634)
C (5.705, -3.941, 7.644)
H (10.598, -0.898, 4.994)
H (10.471, 0.727, 5.474)
H (10.489, 0.390, 3.789)
H (8.113, 1.768, 3.982)
H (8.039, 1.500, 5.763)
H (6.276, -0.032, 3.757)
H (5.860, 1.468, 4.525)
H (6.851, -0.893, 6.010)
H (4.570, -1.248, 4.744)
H (3.991, -0.158, 5.976)
H (3.519, -2.242, 6.727)
H (4.875, -1.505, 7.798)
H (6.450, -4.680, 7.348)
H (4.832, -4.530, 7.924)
H (6.189, -3.472, 8.501)
Cl (2.780, -0.855, 0.354)
C (1.807, 0.642, -0.080)
Cl (0.119, 0.234, -0.264)
Cl (2.519, 1.293, -1.595)
H (1.917, 1.453, 0.640)
Cl (-4.068, -0.032, 5.082)
C (-2.453, -0.181, 4.221)
Cl (-2.139, -1.836, 3.781)
Cl (-1.294, 0.396, 5.361)
H (-2.404, 0.403, 3.302)
C (1.415, 4.908, 4.335)
C (0.001, 4.842, 3.707)
N (-0.909, 5.676, 4.193)
O (-0.180, 4.084, 2.794)
H (1.586, 3.984, 4.887)
H (1.476, 5.686, 5.096)
H (2.251, 5.162, 3.684)
H (-1.846, 5.565, 3.831)
H (-0.781, 6.342, 4.940)
C (5.329, 5.666, -1.147)
C (5.498, 5.053, 0.252)
N (6.530, 5.493, 0.963)
O (4.704, 4.260, 0.597)
H (6.034, 6.471, -1.357)
H (4.371, 6.185, -1.138)
H (5.320, 4.845, -1.863)
H (6.700, 5.224, 1.921)
H (7.202, 6.138, 0.571)